# 1
Computed, not measured: C32H94F9IInO23S as an isolated structure at a distorted geometry, with the ωB97M-V functional and the def2-TZVPD basis.

```
161
Properties=species:S:1:pos:R:3:forces:R:3:lowdin_charge:R:1
C 6.7613 -0.0673 1.4568 -0.16 0.01 -0.34 -0.0999
C 5.8065 0.7064 0.3482 0.58 -0.02 -0.04 -0.2414
O 4.4632 0.0921 0.1970 2.32 -0.77 -0.24 -0.2361
C 4.5368 -1.1945 -0.5138 -1.29 -0.92 -0.20 -0.2101
C 3.4637 -2.2093 0.2478 0.26 0.13 -0.19 -0.1942
C 2.8433 -3.3713 -0.7388 -0.52 0.42 0.71 -0.1967
C 1.2264 -3.0538 -0.8790 0.18 -1.52 -1.52 -0.2993
C 0.2869 -3.8327 0.2159 -0.90 0.35 -1.07 -0.2942
In 0.5149 -3.0953 2.3569 1.96 -1.14 -0.93 0.6045
C 0.6596 -4.8591 3.8382 0.76 -0.72 0.70 -0.2734
C 1.8228 -4.6125 4.9749 -3.18 -2.52 6.20 -0.7278
O 1.6459 -4.9016 6.2937 1.15 2.12 -8.37 -0.2034
I 3.8167 -3.7954 4.4620 -1.05 -0.60 0.14 0.6982
S -1.5141 -1.6290 2.8296 -2.72 -4.33 3.36 0.7183
O -2.7415 -2.5104 2.3728 3.19 3.60 0.59 -0.4556
O -1.5756 -1.3355 4.3666 -0.14 0.37 -4.15 -0.4612
C -1.2714 -0.0946 1.7762 1.90 2.24 -0.28 -0.3020
F -0.1685 0.6927 2.4449 -3.36 -2.40 -2.31 -0.0224
F -0.7199 -0.5365 0.4750 -2.00 1.51 3.57 -0.0138
C -2.5947 0.8800 1.6689 -0.20 1.93 2.49 -0.0944
F -3.7888 0.2978 2.3896 4.05 1.91 -2.92 0.0244
F -2.2479 2.1157 2.4670 -1.34 -3.64 -2.66 0.0104
C -2.9385 1.4095 0.1571 -0.09 2.61 0.09 -0.0828
F -3.9859 2.4657 0.2982 3.25 -3.42 -0.61 0.0301
F -1.7342 2.0962 -0.4276 -3.88 -2.36 1.91 0.0232
C -3.4667 0.2641 -0.8863 -1.54 -1.75 -3.19 -0.1150
F -4.0633 -0.9378 -0.2615 2.44 4.61 -2.15 0.0726
F -4.5466 0.9163 -1.7120 3.42 -2.23 2.59 0.0104
F -2.4291 -0.1702 -1.8896 -3.67 1.56 3.91 0.0370
H 7.8611 0.3075 1.3164 -2.05 -0.61 0.32 0.0729
H 6.7610 -1.2249 1.2848 -0.06 2.16 0.25 0.0667
H 6.4157 0.1195 2.5599 0.57 -0.24 -2.16 0.0785
H 6.3084 0.6936 -0.7309 -0.84 0.11 2.69 0.1071
H 5.6476 1.8349 0.7007 0.23 -2.53 -0.91 0.1355
H 5.5977 -1.6887 -0.5391 -1.82 1.16 0.16 0.1201
H 4.1750 -1.0202 -1.6352 0.75 -0.35 2.25 0.1328
H 3.9575 -2.7416 1.1945 -1.02 1.54 -1.94 0.0873
H 2.5661 -1.5071 0.5968 2.18 -1.64 -0.59 0.0699
H 2.9560 -4.4575 -0.2726 -0.17 2.31 -0.89 0.1123
H 3.4097 -3.3786 -1.7666 -1.25 0.12 1.83 0.1045
H 0.9134 -3.4785 -1.9489 0.53 1.00 2.15 0.1067
H 1.0485 -1.8979 -0.9268 0.34 -2.10 0.31 0.0818
H -0.8520 -3.6494 -0.0912 2.72 -0.45 0.66 0.0422
H 0.4422 -5.0090 0.1746 -0.18 2.47 -0.05 0.0575
H 1.9802 -2.0895 2.6328 -0.95 -0.08 0.12 -0.0738
H 0.9688 -5.8106 3.1877 -0.45 2.17 1.38 0.0694
H -0.4096 -5.0396 4.2849 2.38 0.14 -0.23 0.0551
C -4.4764 -3.6690 5.6926 0.40 0.14 -0.20 -0.1669
O -3.1755 -3.8926 5.1808 0.12 0.03 0.17 -0.1481
H -4.9299 -4.6308 5.9432 0.11 0.07 -0.04 0.0719
H -4.4138 -3.0526 6.5927 -0.30 0.02 0.09 0.0723
H -5.0852 -3.1676 4.9362 -0.23 0.03 0.11 0.0750
H -2.7986 -3.0221 4.9676 -0.01 -0.28 -0.13 0.0216
C -0.4537 -3.1386 8.7492 0.03 -0.29 -0.35 -0.1394
O -0.4371 -1.7534 8.4569 -0.03 0.52 -0.16 -0.1334
H -0.2173 -3.2816 9.8062 -0.04 0.09 -0.08 0.0632
H -1.4473 -3.5437 8.5422 0.07 -0.22 0.10 0.0836
H 0.2944 -3.6497 8.1384 -0.09 -0.23 0.12 0.0663
H -0.6501 -1.6579 7.5131 0.14 0.11 0.46 0.0871
C 0.0977 -0.5998 -4.7863 0.01 -0.02 0.26 -0.1656
O 0.4286 -1.5505 -3.7908 -0.15 -0.01 0.32 -0.1369
H 0.4352 -0.9698 -5.7572 -0.06 0.02 0.19 0.0815
H -0.9855 -0.4574 -4.8096 -0.05 0.16 -0.26 0.0704
H 0.5959 0.3476 -4.5665 -0.04 0.15 -0.19 0.0664
H 0.1170 -1.1950 -2.9412 0.34 -0.29 -0.36 0.0531
C 0.2628 -1.6203 12.3947 0.08 -0.02 -0.18 -0.1462
O -0.6303 -0.8754 11.5873 -0.17 0.06 -0.32 -0.1299
H 0.0416 -1.4215 13.4459 -0.02 0.02 -0.17 0.0812
H 0.1346 -2.6866 12.1930 0.15 -0.11 0.20 0.0722
H 1.2902 -1.3183 12.1773 0.11 -0.13 0.21 0.0623
H -0.4100 -1.0720 10.6610 -0.33 0.21 0.13 0.0548
C -7.1740 2.4726 -3.9749 0.04 -0.13 0.15 -0.1637
O -7.1926 1.0693 -3.7881 0.20 -0.33 0.35 -0.1236
H -7.8023 2.7253 -4.8323 0.15 -0.10 0.13 0.0751
H -7.5653 2.9652 -3.0814 0.02 0.28 -0.09 0.0807
H -6.1499 2.8020 -4.1667 -0.07 0.28 -0.07 0.0581
H -6.6270 0.8756 -3.0214 -0.32 -0.02 -0.45 0.0600
C 1.5252 2.4334 -2.1245 0.06 -0.19 0.27 -0.1512
O 1.9736 1.1021 -1.9486 -0.14 -0.26 0.16 -0.1300
H 1.6477 2.7141 -3.1732 -0.01 -0.13 0.07 0.0818
H 0.4691 2.5021 -1.8522 -0.05 0.32 -0.06 0.0604
H 2.1183 3.1043 -1.4983 -0.14 0.27 -0.01 0.0667
H 1.8526 0.8815 -1.0095 0.32 -0.02 -0.42 0.0815
C 3.6806 5.6907 -0.8908 -0.19 0.13 0.22 -0.1679
O 4.0115 4.7400 0.1047 0.00 -0.08 0.50 -0.1353
H 4.0182 5.3207 -1.8617 0.01 -0.02 0.17 0.0747
H 2.5974 5.8332 -0.9141 -0.01 0.15 -0.24 0.0641
H 4.1788 6.6381 -0.6710 -0.04 0.14 -0.25 0.0749
H 3.6999 5.0955 0.9543 0.20 -0.35 -0.45 0.0831
C -2.4932 -6.5994 -0.0602 -0.18 0.13 0.13 -0.1542
O -2.3201 -5.1944 -0.0781 -0.60 0.13 -0.10 -0.1563
H -1.5155 -7.0791 -0.1479 -0.05 0.19 -0.02 0.0774
H -2.9599 -6.8979 0.8817 -0.01 -0.26 -0.13 0.0648
H -3.1213 -6.9008 -0.9021 -0.01 -0.30 0.06 0.0740
H -3.2037 -4.7966 0.0012 0.50 -0.13 0.10 0.0902
C -5.8289 -7.6231 2.4887 -0.14 -0.04 -0.02 -0.1617
O -5.5717 -7.3405 1.1255 -0.29 -0.08 -0.55 -0.1388
H -4.9786 -7.2886 3.0876 -0.11 -0.01 -0.19 0.0824
H -6.7286 -7.0915 2.8085 0.03 -0.06 0.27 0.0742
H -5.9630 -8.6996 2.6196 -0.02 -0.01 0.27 0.0732
H -6.3427 -7.6481 0.6194 0.51 0.23 0.22 0.0817
C -3.8748 4.3596 -5.7731 -0.07 0.04 0.18 -0.1518
O -3.4264 3.0283 -5.5973 0.18 -0.41 0.38 -0.1322
H -3.7523 4.6403 -6.8219 0.03 -0.14 0.15 0.0808
H -4.9309 4.4283 -5.5009 -0.03 0.25 -0.09 0.0609
H -3.2817 5.0305 -5.1469 -0.09 0.23 -0.10 0.0784
H -3.5474 2.8077 -4.6581 0.08 -0.02 -0.55 0.0805
C -2.8646 1.2711 13.0042 0.12 -0.25 -0.21 -0.1790
O -3.5341 0.3222 12.1943 -0.07 -0.35 -0.03 -0.1367
H -3.5276 2.1222 13.1762 0.00 -0.16 -0.06 0.0736
H -2.6049 0.8147 13.9625 0.12 0.23 0.14 0.0714
H -1.9607 1.6133 12.4944 0.07 0.13 0.20 0.0719
H -2.9217 -0.4207 12.0589 -0.11 0.41 -0.10 0.0567
C 5.6886 1.6267 -3.5080 -0.30 0.11 0.06 -0.1475
O 5.3910 1.9827 -2.1704 -0.20 0.66 -0.23 -0.1578
H 6.5754 0.9886 -3.5170 -0.11 0.07 0.11 0.0762
H 4.8449 1.0805 -3.9369 0.12 -0.06 -0.21 0.0802
H 5.8862 2.5297 -4.0909 0.10 -0.10 -0.29 0.0738
H 4.6004 2.5482 -2.1943 0.30 -0.45 0.24 0.0775
C -0.4289 5.2185 0.7680 -0.20 -0.19 0.01 -0.1534
O -0.1717 5.5011 -0.5953 -0.20 0.02 -0.61 -0.1418
H 0.4214 5.5530 1.3668 -0.09 -0.02 -0.18 0.0790
H -1.3286 5.7501 1.0877 0.03 -0.07 0.27 0.0781
H -0.5630 4.1419 0.8988 -0.01 0.05 0.29 0.0634
H -0.9427 5.1935 -1.1014 0.51 0.17 0.23 0.0786
C -1.4194 2.3664 -8.3834 -0.07 0.01 0.30 -0.1640
O -1.0885 1.4157 -7.3879 0.05 -0.06 0.40 -0.1342
H -1.0818 1.9964 -9.3544 0.01 0.00 0.19 0.0661
H -2.5026 2.5089 -8.4068 -0.03 0.16 -0.18 0.0708
H -0.9212 3.3138 -8.1637 -0.07 0.14 -0.26 0.0795
H -1.4001 1.7712 -6.5384 0.02 -0.20 -0.42 0.0595
C 3.9746 -1.4360 10.5202 -0.15 -0.02 -0.19 -0.1651
O 3.2739 -0.2247 10.7350 -0.47 0.25 -0.06 -0.1392
H 4.8918 -1.4261 11.1137 -0.17 0.10 -0.05 0.0780
H 3.3514 -2.2784 10.8306 0.19 -0.22 -0.06 0.0694
H 4.2292 -1.5280 9.4615 0.12 -0.25 0.06 0.0797
H 2.4656 -0.2626 10.1960 0.43 0.13 0.25 0.0785
C -9.2321 5.7006 -4.7470 0.03 0.19 -0.01 -0.1649
O -7.9311 5.4770 -5.2587 0.48 0.29 -0.20 -0.1429
H -9.6856 4.7388 -4.4963 0.16 0.12 -0.07 0.0774
H -9.1695 6.3170 -3.8468 -0.27 -0.03 0.06 0.0772
H -9.8409 6.2020 -5.5033 -0.23 -0.02 0.14 0.0755
H -7.5543 6.3475 -5.4719 -0.14 -0.57 0.09 0.0834
C 1.0360 2.6445 -11.8812 -0.12 -0.09 -0.28 -0.1739
O 0.3353 3.8558 -11.6665 -0.56 0.38 -0.09 -0.1390
H 1.9532 2.6544 -11.2877 -0.18 0.09 -0.05 0.0826
H 0.4128 1.8022 -11.5708 0.20 -0.20 -0.03 0.0716
H 1.2905 2.5526 -12.9399 0.16 -0.27 0.11 0.0638
H -0.4730 3.8179 -12.2054 0.48 0.09 0.36 0.0808
C 9.4506 2.5659 -2.2147 -0.27 0.11 0.10 -0.1661
O 8.6477 2.5758 -1.0487 -0.24 0.24 0.09 -0.1341
H 10.3270 1.9381 -2.0374 -0.16 0.08 0.06 0.0789
H 8.8762 2.1583 -3.0502 0.20 0.00 -0.20 0.0643
H 9.7747 3.5840 -2.4437 0.18 -0.05 -0.24 0.0730
H 7.8786 3.1403 -1.2361 0.22 -0.47 0.21 0.0768
C 3.6071 -0.1280 -13.2631 0.09 -0.08 -0.14 -0.1620
O 2.7140 0.6170 -14.0705 -0.13 0.11 -0.60 -0.1409
H 3.3859 0.0708 -12.2118 -0.04 0.02 -0.21 0.0797
H 3.4789 -1.1943 -13.4648 0.17 -0.07 0.21 0.0758
H 4.6345 0.1740 -13.4805 0.11 -0.15 0.20 0.0757
H 2.9343 0.4203 -14.9968 -0.21 0.18 0.53 0.0826
```
Positions in Å, forces in eV/Å.

Calculated values
net charge: -1
E_tot: -130348.9108 eV
energy relative to the best compared isomer or geometry (same formula, charge and spin): 10.931 eV
HOMO level: -5.70 eV
LUMO: 1.25 eV


# 2
Computed, not measured: a 4-piece molecular cluster, CH8O5 overall, with the ωB97M-V functional and the def2-TZVPD basis.

```
14
Properties=species:S:1:pos:R:3:forces:R:3:lowdin_charge:R:1
O -0.9198 1.3832 1.6803 -0.03 -0.16 0.08 0.0603
C -0.0485 2.0057 2.2142 -0.44 -0.26 -0.34 -0.4039
O 1.1456 2.2750 1.6773 0.79 -0.32 0.19 0.0554
H -0.1757 2.4314 3.2181 0.27 0.27 -0.09 0.1342
H 1.4310 1.5652 1.0531 -0.74 0.32 0.33 0.0878
H 1.1406 -1.1684 -0.0405 0.02 -0.03 -0.06 0.0214
H 1.3535 0.1811 -0.6923 -0.08 -0.16 -0.01 0.0483
O 1.3477 -0.2505 0.1694 0.24 0.33 -0.06 -0.0550
H 0.0485 -1.6028 -2.3057 -0.19 0.02 -0.06 0.0361
H 1.1105 -2.6900 -2.5453 0.00 0.00 -0.04 0.0484
O 0.6165 -2.2365 -1.8576 0.03 0.01 0.17 -0.0475
H -1.9003 -1.0904 -0.4156 0.16 0.22 0.02 0.0383
H -3.0556 -0.3978 -1.0873 -0.03 0.15 -0.11 0.0359
O -2.0938 -0.4052 -1.0680 -0.02 -0.40 -0.01 -0.0597
```
Positions in Å, forces in eV/Å.

Calculated values
structure (SMILES): O=CO.O.O.O
E_tot: -11404.3436 eV
energy relative to the best compared isomer or geometry (same formula, charge and spin): 0.607 eV
HOMO level: -10.22 eV
LUMO: 0.49 eV


# 3
Computed, not measured: C32H26KN6O4S as an isolated structure at a distorted geometry, with the ωB97M-V functional and the def2-TZVPD basis.

```
70
Properties=species:S:1:pos:R:3:forces:R:3:lowdin_charge:R:1
K -0.5415 -0.1719 -0.6321 1.98 -0.51 -0.16 0.7963
C -3.4582 -3.7075 -4.6991 0.12 0.03 0.03 -0.1099
C -3.6152 -2.8247 -3.6385 0.12 0.07 0.05 -0.0904
C -2.5030 -2.3085 -2.9746 -0.30 0.29 0.25 -0.0226
C -1.2292 -2.6683 -3.3940 -0.09 0.03 0.59 -0.2339
C -1.0634 -3.5446 -4.4575 0.03 -0.15 -0.14 -0.0433
C -2.1745 -4.0662 -5.1057 -0.02 0.11 0.10 -0.0991
N -0.1212 -2.1310 -2.6185 -2.61 -0.09 0.63 0.0018
N 0.8967 -2.1028 -3.2574 3.17 0.15 -0.90 0.0388
C 2.0632 -1.4973 -2.6207 -0.17 -0.06 -0.30 -0.3180
C 3.2762 -1.8793 -3.2110 0.04 -0.14 0.07 -0.0712
C 4.4350 -1.2044 -2.8719 -0.23 0.08 -0.41 -0.1054
C 4.3733 -0.1816 -1.9140 -1.97 1.65 -2.88 -0.2290
C 3.1695 0.0873 -1.2638 -0.74 0.15 -0.51 -0.1509
C 1.9383 -0.5158 -1.6296 0.73 0.00 0.04 -0.1362
H -4.3270 -4.1168 -5.2035 0.06 0.03 0.03 0.0928
H -4.6093 -2.5367 -3.3184 0.01 0.00 0.00 0.0914
H -2.6327 -1.6012 -2.1365 0.07 -0.49 -0.48 0.0844
H -0.0576 -3.8107 -4.7589 -0.06 0.01 0.01 0.0982
H -2.0389 -4.7584 -5.9278 -0.01 0.00 0.00 0.0935
H 3.3141 -2.7191 -3.9077 -0.07 0.28 -0.02 0.0923
H 5.3741 -1.4652 -3.3480 0.02 0.01 0.04 0.0977
H 5.2681 0.3988 -1.6921 -0.94 0.97 -1.45 0.1040
H 3.1855 0.8258 -0.4541 -0.16 -0.08 -0.47 0.0735
C 5.7484 -0.7220 -0.0452 1.10 -1.07 2.60 -0.0657
C 4.7472 -0.4637 1.0578 0.59 -0.27 -0.09 -0.2746
C 3.9271 -1.4856 1.5333 -0.02 -0.09 -0.08 -0.0280
C 2.9985 -1.2595 2.5357 -0.06 -0.06 -0.02 -0.0204
C 2.8686 0.0030 3.1057 0.09 -0.09 0.29 -0.2656
N 1.9362 0.1529 4.1702 0.14 0.11 0.04 0.1267
C 1.6188 1.2937 4.8789 0.00 -0.05 -0.26 -0.5223
O 1.4119 1.2842 6.0816 0.05 0.01 -0.39 0.0598
N 1.5401 2.4568 4.1377 -0.14 -0.09 -0.27 0.1323
C 1.1624 2.6457 2.7790 -0.09 0.06 0.45 -0.2171
C 1.1396 3.9411 2.2829 0.03 0.14 0.06 -0.0131
C 0.7561 4.1697 0.9735 0.02 0.00 0.01 -0.0522
C 0.4115 3.0847 0.1846 0.07 -0.23 0.10 -0.1304
N 0.4337 1.8366 0.6500 0.25 0.68 0.56 -0.0001
C 0.7934 1.6209 1.9167 -0.34 -0.22 -0.42 -0.0770
C 3.6607 1.0402 2.6316 0.32 0.06 -0.07 -0.0253
C 4.5844 0.7964 1.6191 0.02 0.08 0.22 -0.0444
H 6.2578 -1.6765 0.1024 0.09 -0.07 0.23 0.0913
H 6.5047 0.0653 -0.0840 0.01 0.05 -0.02 0.0923
H 5.2499 -0.7551 -1.0189 1.56 -1.78 2.54 -0.0373
H 4.0035 -2.4791 1.0973 0.00 0.14 0.05 0.1221
H 2.3571 -2.0689 2.8790 0.10 0.09 -0.04 0.1155
H 1.7758 -0.6646 4.7278 0.10 -0.25 0.13 0.1439
H 1.3806 3.2382 4.7434 -0.12 0.32 0.12 0.1415
H 1.4125 4.7688 2.9315 -0.01 -0.04 -0.05 0.1151
H 0.7208 5.1743 0.5737 -0.01 -0.02 0.02 0.1022
H 0.1030 3.2146 -0.8515 0.06 -0.03 0.17 0.1162
H 0.7717 0.5858 2.2582 -0.15 0.42 -0.22 0.1178
H 3.5665 2.0366 3.0484 0.15 -0.21 -0.07 0.1087
H 5.1928 1.6222 1.2561 -0.06 -0.09 0.06 0.1177
O -4.0985 3.5718 1.8972 0.06 0.25 0.09 -0.3235
S -4.0546 2.1557 2.1451 -0.09 -0.39 -0.30 0.5961
O -4.0368 1.7179 3.5163 0.06 0.08 0.13 -0.3215
N -2.9034 1.4358 1.2737 -0.07 -0.51 -0.60 -0.0470
C -3.4062 0.6189 0.3281 0.27 0.16 0.21 -0.5047
O -2.7269 -0.0525 -0.4835 -3.07 0.61 0.72 -0.2376
C -4.9214 0.5703 0.3350 0.22 0.08 0.09 -0.1335
C -5.7575 -0.1687 -0.4804 -0.19 -0.04 -0.05 -0.0081
C -7.1341 -0.0591 -0.2765 0.13 0.05 0.05 -0.0788
C -7.6417 0.7744 0.7244 0.00 -0.11 -0.13 -0.0880
C -6.7922 1.5146 1.5395 0.10 0.04 0.02 -0.0425
C -5.4316 1.3924 1.3194 -0.28 -0.10 -0.07 -0.2157
H -5.3329 -0.8095 -1.2501 -0.10 0.10 0.12 0.1088
H -7.8204 -0.6261 -0.8978 0.06 0.05 0.06 0.0966
H -8.7150 0.8456 0.8702 0.08 -0.02 -0.04 0.0973
H -7.1842 2.1622 2.3182 0.08 -0.08 -0.09 0.1177
```
Positions in Å, forces in eV/Å.

Calculated values
net charge: -1
E_tot: -77895.6657 eV
energy relative to the best compared isomer or geometry (same formula, charge and spin): 3.353 eV
HOMO level: -4.19 eV
LUMO: 2.39 eV